ORCA calculation (ωB97M-V/def2-TZVPD) on 17 unconnected molecules or ions with the total composition C2H37NO18.

CARTESIAN COORDINATES (ANGSTROEM)
O  1.386  -0.858  0.858
C  1.902  -0.315  -0.091
N  1.124  0.286  -1.137
C  -0.191  0.770  -0.829
O  -0.981  0.715  -1.959
H  2.941  -0.138  -0.277
H  1.706  0.804  -1.871
H  -0.518  0.245  0.102
H  -0.035  1.730  -0.336
H  -0.517  1.261  -2.639
H  -1.662  0.257  4.557
H  -0.290  0.997  4.684
O  -1.178  0.954  4.881
H  0.349  3.372  2.625
H  0.353  1.853  2.312
O  0.995  2.578  2.599
H  3.740  1.623  0.855
H  2.974  2.991  1.319
O  3.496  2.602  0.579
H  1.257  2.392  -3.942
H  0.963  2.958  -2.405
O  0.558  2.624  -3.200
H  3.818  0.118  3.128
H  2.637  -0.268  2.263
O  3.580  0.071  2.254
H  -3.412  1.467  -2.186
H  -4.787  0.848  -1.715
O  -4.183  1.540  -1.500
H  -1.940  1.973  0.828
H  -2.065  3.114  1.808
O  -1.442  2.808  1.100
H  -0.854  -2.736  -2.963
H  -1.111  -3.682  -1.648
O  -1.629  -3.100  -2.334
H  -1.412  -2.702  3.763
H  -1.953  -1.559  2.909
O  -1.838  -1.865  3.783
H  -2.917  -0.233  0.346
H  -3.862  0.885  0.153
O  -3.098  0.616  0.710
H  2.132  -2.310  -2.404
H  2.954  -3.016  -1.199
O  2.927  -2.673  -2.090
H  -1.429  -1.779  0.707
H  -0.353  -1.275  1.827
O  -0.929  -2.020  1.567
H  1.000  -4.279  1.117
H  -0.090  -3.406  0.829
O  0.463  -4.040  0.394
H  -0.507  -1.065  -4.391
H  -0.203  -0.536  -2.775
O  -0.168  -1.292  -3.510
H  3.804  2.396  -2.551
H  3.234  2.742  -1.172
O  2.978  2.457  -2.013
H  -3.187  -2.566  -0.114
H  -2.552  -2.075  -1.293
O  -2.977  -1.759  -0.466

Output
- total energy (eV) = -41018.9161
- HOMO (eV) = -10.22
- gap between HOMO and LUMO (eV) = 10.1387
- LUMO energy (eV) = -0.08
- relative energy (zero: lowest compared OMol25 entry of this formula, charge and spin) (kJ/mol) = 201.2

Atom charges from the Mulliken analysis, given in e for atoms 1 to 6:
1. O -0.50
2. C -0.73
3. N 0.30
4. C -0.18
5. O -0.64
6. H 0.81

ORCA calculation (ωB97M-V/def2-TZVPD) on a molecular structure, C40H50Br2HfN7O4Sb.

CARTESIAN COORDINATES (ANGSTROEM)
Hf  0.384  -0.323  -0.502
O  -1.482  -5.725  0.168
C  -2.527  -4.857  0.253
C  -3.858  -5.321  0.243
C  -4.885  -4.431  0.325
C  -4.619  -3.044  0.535
C  -3.343  -2.590  0.403
C  -2.274  -3.471  0.224
C  -0.865  -3.035  -0.129
O  -0.504  -1.801  0.420
N  -0.658  -2.967  -1.648
N  -0.762  -1.642  -2.104
C  -1.494  -1.240  -3.083
C  -1.972  0.165  -3.085
Br  -1.829  1.008  -1.268
C  -2.692  0.942  -3.915
C  -2.888  0.546  -5.318
C  -1.847  0.011  -6.076
C  -2.097  -0.312  -7.429
C  -3.286  -0.011  -7.990
C  -4.340  0.486  -7.239
C  -4.130  0.721  -5.874
H  -1.808  -6.644  0.179
H  -4.116  -6.318  0.095
H  -5.890  -4.753  0.168
H  -5.435  -2.367  0.627
H  -3.134  -1.532  0.353
H  -0.123  -3.756  0.189
H  -1.291  -3.666  -2.112
H  -1.949  -1.856  -3.868
H  -3.250  1.763  -3.441
H  -0.877  -0.046  -5.702
H  -1.300  -0.625  -8.080
H  -3.352  -0.124  -9.074
H  -5.313  0.702  -7.639
H  -4.897  1.219  -5.268
Br  6.572  1.427  -0.196
C  5.134  2.650  -0.663
C  5.465  3.971  -0.963
C  4.451  4.771  -1.430
C  3.135  4.331  -1.426
C  2.939  3.026  -1.039
N  3.927  2.181  -0.728
C  1.503  2.560  -0.945
O  0.564  3.115  -1.484
O  1.309  1.437  -0.239
H  6.475  4.411  -1.013
H  4.699  5.784  -1.861
H  2.266  4.890  -1.748
N  3.622  -0.183  -3.408
C  3.028  0.894  -4.029
C  1.789  1.006  -3.457
N  1.657  0.003  -2.503
C  2.780  -0.657  -2.529
C  3.021  -1.644  -1.487
N  2.044  -1.898  -0.640
C  2.509  -2.906  0.229
C  3.756  -3.226  -0.148
N  4.051  -2.386  -1.194
H  4.613  -0.297  -3.499
H  3.564  1.309  -4.860
H  0.964  1.701  -3.660
H  1.870  -3.386  0.932
H  4.459  -3.944  0.097
H  4.827  -2.480  -1.805
C  -0.513  3.396  1.670
C  -1.060  2.555  2.793
C  -2.574  2.496  2.639
C  -0.668  3.212  4.086
Sb  -0.079  0.615  2.525
C  1.966  0.869  3.435
C  1.925  1.082  4.902
C  2.641  2.035  2.740
C  2.745  -0.402  3.098
C  -1.075  -0.712  3.926
C  -2.429  -1.124  3.339
C  -1.394  -0.114  5.285
C  -0.221  -1.966  4.189
H  -0.997  4.386  1.662
H  -0.655  2.949  0.701
H  0.556  3.628  1.768
H  -2.998  3.467  2.686
H  -3.104  1.957  3.480
H  -2.880  1.996  1.705
H  -1.105  4.233  3.985
H  0.410  3.406  4.367
H  -1.042  2.680  4.977
H  1.120  1.770  5.210
H  2.912  1.378  5.240
H  1.644  0.135  5.403
H  2.106  2.970  2.888
H  2.768  1.910  1.692
H  3.628  2.179  3.193
H  2.388  -1.373  3.499
H  3.671  -0.317  3.668
H  2.987  -0.403  2.033
H  -3.099  -0.300  3.151
H  -2.997  -1.678  4.092
H  -2.287  -1.739  2.464
H  -2.016  0.802  5.298
H  -0.492  0.136  5.816
H  -1.945  -0.817  5.950
H  0.010  -2.447  3.261
H  -0.815  -2.656  4.765
H  0.674  -1.757  4.778

Output
- total charge = +2
- total energy (eV) = -208830.2592
- HOMO (eV) = -12.82
- gap between HOMO and LUMO (eV) = 6.9087
- LUMO energy (eV) = -5.92
- relative energy (zero: lowest compared OMol25 entry of this formula, charge and spin) (kJ/mol) = 53.3

Atom charges from the Mulliken analysis, given in e for atoms 1 to 6:
1. Hf -0.07
2. O -0.54
3. C 0.80
4. C -0.79
5. C -0.71
6. C -1.00

ORCA calculation (ωB97M-V/def2-TZVPD) on 3 unconnected molecules or ions with the total composition C4H13NO2.

CARTESIAN COORDINATES (ANGSTROEM)
N  0.100  -2.319  -0.266
C  -1.182  -1.616  -0.394
C  -0.816  -0.039  -0.495
C  0.627  -0.034  -0.861
C  1.152  -1.434  -0.934
H  0.350  -2.275  0.725
H  -1.720  -1.631  0.567
H  -1.776  -2.064  -1.110
H  -1.217  0.603  0.366
H  -1.387  0.460  -1.234
H  1.136  0.331  0.240
H  1.165  0.775  -1.504
H  2.057  -1.879  -0.504
H  1.129  -1.836  -1.992
H  -0.672  1.266  2.544
H  0.882  1.040  2.166
O  0.031  0.597  2.381
H  -0.670  3.277  0.351
H  0.526  3.281  -0.454
O  0.285  3.497  0.409

Output
- total energy (eV) = -9941.7286
- SMILES string = C1CCNC1.O.O
- HOMO (eV) = -9.03
- gap between HOMO and LUMO (eV) = 9.4965
- LUMO energy (eV) = 0.47
- relative energy (zero: lowest compared OMol25 entry of this formula, charge and spin) (kJ/mol) = 238.1

Atom charges from the Mulliken analysis, given in e for atoms 1 to 6:
1. N -0.53
2. C -0.63
3. C -0.24
4. C -0.03
5. C -0.72
6. H 0.32

ORCA calculation (ωB97M-V/def2-TZVPD) on C5H9NO in the gas phase.

CARTESIAN COORDINATES (ANGSTROEM)
C  0.234  -2.213  0.399
C  -1.380  1.334  0.606
C  -0.101  -0.800  0.017
C  1.028  0.643  -1.134
C  -0.534  0.134  0.924
O  1.213  1.425  -2.215
N  0.227  -0.385  -1.233
H  1.973  2.012  -2.098
H  1.779  0.814  -0.352
H  -0.591  -0.165  1.971
H  -0.649  -2.851  0.290
H  0.577  -2.282  1.436
H  1.033  -2.616  -0.230
H  -1.534  1.476  -0.466
H  -0.911  2.238  1.008
H  -2.363  1.236  1.077

Output
- total energy (eV) = -8866.9483
- SMILES string = C/C=C(C)\N=C\O
- HOMO (eV) = -8.10
- gap between HOMO and LUMO (eV) = 8.7024
- LUMO energy (eV) = 0.60
- relative energy (zero: lowest compared OMol25 entry of this formula, charge and spin) (kJ/mol) = 218.5

Atom charges from the Mulliken analysis, given in e for atoms 1 to 6:
1. C -1.11
2. C -1.15
3. C 0.82
4. C -0.05
5. C -0.41
6. O -0.44